Molecular formula: C99H219N9O15
Method: DFT, the ωB97M-V functional and the def2-TZVPD basis

Last columns: bonded neighbours and bond lengths (Å).
CARTESIAN COORDINATES (ANGSTROEM)
1 C 0.10055 -17.58085 -18.52845  C2 1.511, H12 1.167, H13 1.092, H14 1.094
2 C -0.68773 -17.40216 -17.25133  C1 1.511, C3 1.500, N7 1.463, C11 1.547
3 C -2.03192 -16.97464 -17.76137  C2 1.500, C4 1.553, H15 1.122, H16 1.063
4 C -3.21826 -17.16563 -16.77747  C3 1.553, C5 1.504, H17 1.106, H18 1.099
5 C -3.19470 -18.57509 -16.25228  C4 1.504, C6 1.542, H19 1.063, H20 1.105
6 C -1.86825 -18.97899 -15.57760  C5 1.542, N7 1.516, C9 1.512, C10 1.518
7 N -0.74869 -18.68904 -16.55719  C2 1.463, C6 1.516, O8 1.463
8 O 0.52524 -18.88789 -15.86647  N7 1.463, H30 1.008
9 C -1.68381 -18.18488 -14.30461  C6 1.512, H21 1.115, H22 1.065, H23 1.079
10 C -1.92529 -20.48394 -15.38467  C6 1.518, H24 1.052, H25 1.080, H26 1.055
11 C -0.06868 -16.18756 -16.52093  C2 1.547, H27 1.073, H28 1.060, H29 1.102
12 H -0.34499 -18.29737 -19.33476  C1 1.167
13 H 1.05014 -18.03840 -18.24310  C1 1.092
14 H 0.25183 -16.62415 -19.03617  C1 1.094
15 H -1.96521 -15.95116 -18.21743  C3 1.122
16 H -2.31242 -17.59346 -18.57899  C3 1.063
17 H -4.08636 -17.12776 -17.46231  C4 1.106
18 H -3.30584 -16.38260 -16.01123  C4 1.099
19 H -3.43904 -19.26666 -17.02166  C5 1.063
20 H -4.03887 -18.66923 -15.54515  C5 1.105
21 H -1.65670 -17.08621 -14.49019  C9 1.115
22 H -2.39564 -18.47540 -13.56764  C9 1.065
23 H -0.68191 -18.36895 -13.94805  C9 1.079
24 H -1.17778 -20.90903 -14.77913  C10 1.052
25 H -2.89331 -20.68276 -14.94839  C10 1.080
26 H -1.89605 -21.01015 -16.29806  C10 1.055
27 H 0.49293 -15.66101 -17.26857  C11 1.073
28 H 0.55811 -16.48393 -15.71859  C11 1.060
29 H -0.87085 -15.46853 -16.28760  C11 1.102
30 H 1.07592 -19.31306 -16.59655  O8 1.008
31 C -6.88128 -19.44669 -32.01247  C32 1.597, H42 1.108, H43 1.076, H44 1.106
32 C -6.57584 -20.45654 -30.81357  C31 1.597, C33 1.573, N37 1.468, C41 1.584
33 C -7.82834 -20.47963 -29.86178  C32 1.573, C34 1.541, H45 1.121, H46 1.120
34 C -7.99437 -21.71789 -28.96051  C33 1.541, C35 1.562, H47 1.077, H48 1.135
35 C -7.88590 -23.00611 -29.83791  C34 1.562, C36 1.582, H49 1.120, H50 1.097
36 C -6.54829 -23.06961 -30.67974  C35 1.582, N37 1.485, C39 1.603, C40 1.490
37 N -6.51743 -21.78819 -31.42970  C32 1.468, C36 1.485, O38 1.455
38 O -5.32584 -21.84221 -32.26213  N37 1.455, H60 0.951
39 C -5.34643 -23.39963 -29.67100  C36 1.603, H51 1.119, H52 1.120, H53 1.076
40 C -6.57375 -24.19329 -31.65784  C36 1.490, H54 1.114, H55 1.085, H56 1.151
41 C -5.30379 -19.96666 -30.00653  C32 1.584, H57 1.071, H58 1.116, H59 1.125
42 H -7.96167 -19.23948 -32.14524  C31 1.108
43 H -6.54036 -19.87773 -32.93802  C31 1.076
44 H -6.28976 -18.52894 -31.83695  C31 1.106
45 H -7.69877 -19.60480 -29.17319  C33 1.121
46 H -8.69973 -20.22909 -30.51905  C33 1.120
47 H -9.01598 -21.77272 -28.62477  C34 1.077
48 H -7.26292 -21.63001 -28.09770  C34 1.135
49 H -8.77842 -23.06763 -30.51161  C35 1.120
50 H -7.84624 -23.94385 -29.26998  C35 1.097
51 H -4.40959 -23.17063 -30.23834  C39 1.119
52 H -5.54646 -22.81509 -28.73662  C39 1.120
53 H -5.41773 -24.45695 -29.48648  C39 1.076
54 H -7.10620 -23.75268 -32.53140  C40 1.114
55 H -5.59510 -24.45129 -32.04785  C40 1.085
56 H -7.10356 -25.03842 -31.08433  C40 1.151
57 H -4.44469 -19.92586 -30.64427  C41 1.071
58 H -5.03860 -20.63973 -29.15635  C41 1.116
59 H -5.63049 -18.94836 -29.65822  C41 1.125
60 H -5.59452 -22.11595 -33.13289  O38 0.951
61 C -12.03900 -15.47810 -22.71913  C62 1.529, H72 1.046, H73 1.065, H74 1.160
62 C -10.81904 -16.38902 -22.85894  C61 1.529, C63 1.493, N67 1.483, C71 1.568
63 C -10.75761 -17.08773 -24.17653  C62 1.493, C64 1.530, H75 1.092, H76 1.128
64 C -10.40637 -16.20658 -25.37683  C63 1.530, C65 1.490, H77 1.109, H78 1.073
65 C -9.09874 -15.53835 -25.12163  C64 1.490, C66 1.492, H79 1.095, H80 1.081
66 C -9.07402 -14.72566 -23.87027  C65 1.492, N67 1.508, C69 1.598, C70 1.552
67 N -9.52144 -15.67503 -22.78720  C62 1.483, C66 1.508, O68 1.386
68 O -9.46920 -14.89656 -21.64139  N67 1.386, H90 1.006
69 C -7.55393 -14.46755 -23.45127  C66 1.598, H81 1.057, H82 1.114, H83 1.100
70 C -9.83815 -13.37858 -23.97640  C66 1.552, H84 1.082, H85 1.085, H86 1.072
71 C -10.81234 -17.36758 -21.63435  C62 1.568, H87 1.120, H88 1.116, H89 1.131
72 H -11.92903 -14.83121 -21.90501  C61 1.046
73 H -12.85889 -16.15423 -22.65554  C61 1.065
74 H -12.19820 -14.73569 -23.59616  C61 1.160
75 H -10.04204 -17.89275 -23.99533  C63 1.092
76 H -11.71300 -17.63992 -24.41185  C63 1.128
77 H -11.24634 -15.50370 -25.55249  C64 1.109
78 H -10.39931 -16.80410 -26.26785  C64 1.073
79 H -8.78293 -14.95006 -25.98926  C65 1.095
80 H -8.40484 -16.34875 -24.95014  C65 1.081
81 H -6.98884 -15.32296 -23.19558  C69 1.057
82 H -7.13661 -13.89127 -24.30866  C69 1.114
83 H -7.53257 -13.75058 -22.61788  C69 1.100
84 H -10.85902 -13.53292 -24.29952  C70 1.082
85 H -9.82181 -12.81850 -23.04671  C70 1.085
86 H -9.35316 -12.74108 -24.68824  C70 1.072
87 H -11.81658 -17.85555 -21.54596  C71 1.120
88 H -10.49384 -16.85732 -20.69410  C71 1.116
89 H -9.94760 -18.07436 -21.81334  C71 1.131
90 H -8.60676 -15.19133 -21.21516  O68 1.006
91 C 1.63471 -21.58001 -29.10412  C92 1.527, H102 1.065, H103 1.070, H104 1.117
92 C 0.29626 -20.90115 -29.38352  C91 1.527, C93 1.557, N97 1.452, C101 1.500
93 C -0.79439 -21.88052 -28.85771  C92 1.557, C94 1.515, H105 1.099, H106 1.080
94 C -2.15596 -21.21628 -28.84100  C93 1.515, C95 1.494, H107 1.127, H108 1.111
95 C -2.05719 -19.94249 -28.06594  C94 1.494, C96 1.489, H109 1.164, H110 1.104
96 C -1.02815 -18.92978 -28.43210  C95 1.489, N97 1.527, C99 1.543, C100 1.493
97 N 0.29442 -19.67307 -28.60934  C92 1.452, C96 1.527, O98 1.429
98 O 1.33792 -18.84531 -29.12824  N97 1.429, H120 0.922
99 C -1.44554 -18.18317 -29.71683  C96 1.543, H111 1.137, H112 1.076, H113 1.090
100 C -0.81329 -17.92748 -27.34637  C96 1.493, H114 1.069, H115 1.103, H116 1.106
101 C 0.05947 -20.80189 -30.86168  C92 1.500, H117 1.120, H118 1.119, H119 1.106
102 H 1.78089 -21.58386 -28.04887  C91 1.065
103 H 2.43162 -21.09071 -29.62431  C91 1.070
104 H 1.62307 -22.66236 -29.37957  C91 1.117
105 H -0.64127 -22.78280 -29.46704  C93 1.099
106 H -0.50191 -22.24275 -27.88356  C93 1.080
107 H -2.82794 -21.94938 -28.31070  C94 1.127
108 H -2.49202 -21.01087 -29.88002  C94 1.111
109 H -1.97164 -20.26900 -26.95145  C95 1.164
110 H -2.98858 -19.35021 -28.07204  C95 1.104
111 H -1.50736 -18.80547 -30.66656  C99 1.137
112 H -2.31875 -17.56175 -29.62540  C99 1.076
113 H -0.71057 -17.40118 -29.90661  C99 1.090
114 H 0.06847 -17.33653 -27.47000  C100 1.069
115 H -1.68737 -17.25593 -27.29564  C100 1.103
116 H -0.70624 -18.44490 -26.37528  C100 1.106
117 H -1.03387 -20.68076 -31.07144  C101 1.120
118 H 0.51720 -21.63540 -31.45120  C101 1.119
119 H 0.47847 -19.84856 -31.23425  C101 1.106
120 H 0.86363 -18.22433 -29.61777  O98 0.922
121 C 0.56273 -27.39306 -22.90409  C122 1.548, H132 1.113, H133 1.070, H134 1.139
122 C -0.40145 -26.55473 -23.77835  C121 1.548, C123 1.580, N127 1.474, C131 1.512
123 C -0.52552 -25.13168 -23.10274  C122 1.580, C124 1.545, H135 1.136, H136 1.142
124 C -1.20097 -24.05976 -23.98762  C123 1.545, C125 1.551, H137 1.055, H138 1.095
125 C -0.46805 -24.04468 -25.35455  C124 1.551, C126 1.577, H139 1.077, H140 1.090
126 C -0.34383 -25.45593 -26.04763  C125 1.577, N127 1.499, C129 1.570, C130 1.525
127 N 0.25940 -26.43999 -25.09119  C122 1.474, C126 1.499, O128 1.437
128 O 0.42678 -27.68024 -25.79787  N127 1.437, H150 0.976
129 C -1.74144 -25.85620 -26.64074  C126 1.570, H141 1.123, H142 1.086, H143 1.126
130 C 0.70855 -25.33273 -27.14480  C126 1.525, H144 1.122, H145 1.105, H146 1.126
131 C -1.77069 -27.19457 -23.80301  C122 1.512, H147 1.121, H148 1.048, H149 1.082
132 H 0.47132 -27.03128 -21.85562  C121 1.113
133 H 1.58244 -27.28248 -23.20782  C121 1.070
134 H 0.35945 -28.51325 -22.92009  C121 1.139
135 H -1.13994 -25.26334 -22.15629  C123 1.136
136 H 0.53706 -24.83847 -22.80255  C123 1.142
137 H -1.11364 -23.09600 -23.56631  C124 1.055
138 H -2.26885 -24.23063 -24.16177  C124 1.095
139 H 0.53610 -23.75054 -25.10003  C125 1.077
140 H -0.90321 -23.33731 -26.06059  C125 1.090
141 H -1.70159 -26.96088 -26.83679  C129 1.123
142 H -2.59744 -25.67504 -25.99751  C129 1.086
143 H -1.89648 -25.36079 -27.63944  C129 1.126
144 H 1.62595 -24.89120 -26.67268  C130 1.122
145 H 0.85872 -26.29282 -27.67183  C130 1.105
146 H 0.43062 -24.63056 -27.97947  C130 1.126
147 H -2.08498 -27.48963 -22.76858  C131 1.121
148 H -1.84980 -28.02917 -24.43178  C131 1.048
149 H -2.47136 -26.46917 -24.19593  C131 1.082
150 H 1.34434 -27.90650 -25.55535  O128 0.976
151 C -1.02808 -15.63513 -21.30621  C152 1.509, H162 1.098, H163 1.107, H164 1.100
152 C -1.47774 -14.69461 -22.39789  C151 1.509, C153 1.564, N157 1.491, C161 1.549
153 C -1.25599 -13.27374 -21.78190  C152 1.564, C154 1.561, H165 1.109, H166 1.139
154 C -1.36569 -12.17728 -22.88739  C153 1.561, C155 1.535, H167 1.105, H168 1.149
155 C -0.45669 -12.50255 -24.08128  C154 1.535, C156 1.505, H169 1.101, H170 1.024
156 C -0.63621 -13.91386 -24.57297  C155 1.505, N157 1.439, C159 1.581, C160 1.536
157 N -0.49778 -14.87121 -23.50751  C152 1.491, C156 1.439, O158 1.395
158 O -0.69706 -16.14982 -24.02731  N157 1.395, H180 0.994
159 C -1.92842 -14.05009 -25.47436  C156 1.581, H171 1.089, H172 1.099, H173 1.101
160 C 0.51356 -14.27280 -25.52642  C156 1.536, H174 1.060, H175 1.103, H176 1.098
161 C -2.93236 -15.08404 -22.75898  C152 1.549, H177 1.127, H178 1.092, H179 1.097
162 H 0.04017 -15.58151 -21.05975  C151 1.098
163 H -1.24574 -16.66656 -21.64578  C151 1.107
164 H -1.59828 -15.37102 -20.40353  C151 1.100
165 H -2.14792 -13.10598 -21.14458  C153 1.109
166 H -0.29669 -13.12979 -21.18469  C153 1.139
167 H -1.03205 -11.20110 -22.49120  C154 1.105
168 H -2.46132 -11.95908 -23.15508  C154 1.149
169 H 0.59341 -12.36215 -23.78294  C155 1.101
170 H -0.52185 -11.82724 -24.84797  C155 1.024
171 H -2.21068 -15.10150 -25.51759  C159 1.089
172 H -2.70247 -13.43029 -25.00159  C159 1.099
173 H -1.74447 -13.67698 -26.49374  C159 1.101
174 H 1.46212 -14.33967 -25.05708  C160 1.060
175 H 0.27178 -15.21495 -26.04549  C160 1.103
176 H 0.52263 -13.43918 -26.24026  C160 1.098
177 H -3.52727 -14.22265 -23.17703  C161 1.127
178 H -3.41199 -15.41705 -21.83652  C161 1.092
179 H -2.99890 -15.92745 -23.45801  C161 1.097
180 H 0.16002 -16.64418 -23.93676  O158 0.994
181 C -8.39204 -22.58022 -18.41729  C182 1.558, H192 1.138, H193 1.139, H194 1.068
182 C -8.08952 -22.01436 -19.83752  C181 1.558, C183 1.664, N187 1.443, C191 1.561
183 C -9.25927 -20.94352 -20.34101  C182 1.664, C184 1.536, H195 1.126, H196 1.042
184 C -9.08577 -19.64816 -19.53498  C183 1.536, C185 1.537, H197 1.059, H198 1.132
185 C -7.63695 -19.14863 -19.65696  C184 1.537, C186 1.523, H199 1.095, H200 1.103
186 C -6.54929 -20.14833 -19.28778  C185 1.523, N187 1.488, C189 1.534, C190 1.510
187 N -6.77510 -21.43843 -19.99309  C182 1.443, C186 1.488, O188 1.481
188 O -5.89437 -22.47237 -19.40151  N187 1.481, H210 0.956
189 C -5.24224 -19.52266 -19.78969  C186 1.534, H201 1.047, H202 1.126, H203 1.115
190 C -6.53678 -20.21122 -17.77872  C186 1.510, H204 1.081, H205 1.094, H206 1.170
191 C -8.20883 -23.22451 -20.81672  C182 1.561, H207 1.075, H208 1.079, H209 1.063
192 H -9.44727 -22.96315 -18.23170  C181 1.138
193 H -8.39022 -21.72604 -17.66458  C181 1.139
194 H -7.63986 -23.24812 -18.05842  C181 1.068
195 H -9.26764 -20.77821 -21.45431  C183 1.126
196 H -10.12142 -21.48318 -20.11266  C183 1.042
197 H -9.33020 -19.85057 -18.52509  C184 1.059
198 H -9.89793 -18.90570 -19.80077  C184 1.132
199 H -7.42603 -18.19447 -19.16319  C185 1.095
200 H -7.43090 -18.86607 -20.70280  C185 1.103
201 H -5.20119 -19.22480 -20.79258  C189 1.047
202 H -5.03855 -18.61558 -19.15456  C189 1.126
203 H -4.42761 -20.26634 -19.62645  C189 1.115
204 H -7.51252 -20.16642 -17.31454  C190 1.081
205 H -5.99185 -21.09440 -17.43118  C190 1.094
206 H -5.98256 -19.28474 -17.32735  C190 1.170
207 H -7.48557 -23.96767 -20.53326  C191 1.075
208 H -7.89005 -22.96054 -21.81368  C191 1.079
209 H -9.22419 -23.53577 -20.87291  C191 1.063
210 H -5.38164 -22.82452 -20.12738  O188 0.956
211 C 4.31596 -20.42881 -20.10333  C212 1.571, H222 1.085, H223 1.077, H224 1.083
212 C 3.10307 -21.42040 -19.99114  C211 1.571, C213 1.528, N217 1.435, C221 1.537
213 C 3.46605 -22.74497 -20.66043  C212 1.528, C214 1.535, H225 1.078, H226 1.125
214 C 2.59633 -23.94778 -20.26742  C213 1.535, C215 1.531, H227 1.063, H228 1.094
215 C 2.53808 -24.03264 -18.74018  C214 1.531, C216 1.542, H229 1.067, H230 1.107
216 C 2.00443 -22.74487 -18.08091  C215 1.542, N217 1.472, C219 1.520, C220 1.570
217 N 2.92501 -21.72016 -18.59866  C212 1.435, C216 1.472, O218 1.491
218 O 2.54116 -20.46694 -17.88829  N217 1.491, H240 0.945
219 C 0.51310 -22.60734 -18.34165  C216 1.520, H231 1.085, H232 1.072, H233 1.066
220 C 2.25046 -22.84930 -16.53433  C216 1.570, H234 1.115, H235 1.074, H236 1.118
221 C 1.87706 -20.71446 -20.59197  C212 1.537, H237 1.057, H238 1.094, H239 1.125
222 H 4.05847 -19.52998 -19.55210  C211 1.085
223 H 4.51649 -20.22229 -21.14084  C211 1.077
224 H 5.09081 -20.98561 -19.59075  C211 1.083
225 H 3.42766 -22.60372 -21.72804  C213 1.078
226 H 4.53171 -23.03158 -20.44323  C213 1.125
227 H 3.00624 -24.85277 -20.64661  C214 1.063
228 H 1.59312 -23.84283 -20.68995  C214 1.094
229 H 3.51616 -24.14616 -18.32931  C215 1.067
230 H 1.89125 -24.84172 -18.34902  C215 1.107
231 H 0.00970 -21.77505 -17.86094  C219 1.085
232 H 0.19885 -22.66068 -19.36499  C219 1.072
233 H 0.10084 -23.49989 -17.93040  C219 1.066
234 H 1.65657 -22.14564 -15.90591  C220 1.115
235 H 1.96493 -23.83977 -16.23457  C220 1.074
236 H 3.30278 -22.70683 -16.18372  C220 1.118
237 H 1.52258 -20.01504 -19.88363  C221 1.057
238 H 1.12505 -21.41718 -20.96204  C221 1.094
239 H 2.15966 -20.06096 -21.46320  C221 1.125
240 H 3.31495 -20.25328 -17.38982  O218 0.945
241 C -3.36835 -21.01211 -24.69529  C242 1.528, H252 1.106, H253 1.056, H254 1.091
242 C -3.65849 -19.89099 -23.69804  C241 1.528, C243 1.506, N247 1.497, C251 1.505
243 C -3.09192 -18.54554 -24.06590  C242 1.506, C244 1.535, H255 1.126, H256 1.097
244 C -3.94974 -17.90423 -25.16582  C243 1.535, C245 1.503, H257 1.100, H258 1.050
245 C -5.42542 -17.77848 -24.90926  C244 1.503, C246 1.559, H259 1.105, H260 1.074
246 C -5.99505 -19.17939 -24.53229  C245 1.559, N247 1.471, C249 1.532, C250 1.527
247 N -5.12197 -19.68359 -23.46070  C242 1.497, C246 1.471, O248 1.438
248 O -5.67918 -20.88679 -22.90348  N247 1.438, H270 0.947
249 C -7.35895 -18.86398 -23.90884  C246 1.532, H261 1.117, H262 1.102, H263 1.084
250 C -6.24110 -20.03473 -25.77369  C246 1.527, H264 1.056, H265 1.097, H266 1.086
251 C -3.08775 -20.25441 -22.35355  C242 1.505, H267 1.088, H268 1.095, H269 1.119
252 H -3.91151 -21.93334 -24.41462  C241 1.106
253 H -2.32707 -21.15350 -24.80036  C241 1.056
254 H -3.79592 -20.61279 -25.61655  C241 1.091
255 H -3.17925 -17.95122 -23.11345  C243 1.126
256 H -2.03784 -18.69707 -24.32770  C243 1.097
257 H -3.92295 -18.59796 -26.01931  C244 1.100
258 H -3.59526 -16.95547 -25.44399  C244 1.050
259 H -6.09461 -17.36653 -25.68641  C245 1.105
260 H -5.57451 -17.25352 -23.98439  C245 1.074
261 H -7.22700 -17.96377 -23.26135  C249 1.117
262 H -8.10208 -18.57669 -24.66973  C249 1.102
263 H -7.79142 -19.66720 -23.32239  C249 1.084
264 H -5.41199 -20.31572 -26.36485  C250 1.056
265 H -6.79413 -20.97871 -25.69298  C250 1.097
266 H -6.84072 -19.39704 -26.41658  C250 1.086
267 H -2.00346 -20.18504 -22.30006  C251 1.088
268 H -3.37671 -21.23530 -21.96270  C251 1.095
269 H -3.44905 -19.54649 -21.56536  C251 1.119
270 H -5.81031 -20.79869 -21.96945  O248 0.947
271 C -5.20415 -15.27519 -19.90814  C272 1.504, H275 1.063, H276 1.085, H277 1.109
272 C -6.60681 -15.42824 -19.38677  C271 1.504, C273 1.543, O274 1.433, H278 1.103
273 C -7.26307 -14.05304 -19.14695  C272 1.543, H279 1.122, H280 1.101, H281 1.068
274 O -7.44679 -16.09663 -20.33552  C272 1.433, H282 0.979
275 H -4.54452 -14.70735 -19.29810  C271 1.063
276 H -5.30049 -14.63849 -20.78101  C271 1.085
277 H -4.70380 -16.24262 -20.11602  C271 1.109
278 H -6.52900 -15.93957 -18.41272  C272 1.103
279 H -7.52067 -13.60717 -20.14343  C273 1.122
280 H -6.66629 -13.41094 -18.48071  C273 1.101
281 H -8.18819 -14.31513 -18.68154  C273 1.068
282 H -7.03740 -16.96565 -20.52496  O274 0.979
283 C 1.98371 -21.40036 -24.54615  C284 1.517, H287 1.112, H288 1.106, H289 1.081
284 C 1.30404 -20.20070 -25.17949  C283 1.517, C285 1.583, O286 1.429, H290 1.107
285 C 0.97562 -19.14713 -24.04483  C284 1.583, H291 1.096, H292 1.098, H293 1.082
286 O 2.18199 -19.52043 -26.07877  C284 1.429, H294 0.959
287 H 1.28748 -21.97409 -23.89593  C283 1.112
288 H 2.81750 -20.96289 -23.96559  C283 1.106
289 H 2.31829 -22.04290 -25.34793  C283 1.081
290 H 0.35321 -20.40498 -25.70855  C284 1.107
291 H 0.04237 -19.23179 -23.47594  C285 1.096
292 H 0.89437 -18.20032 -24.59457  C285 1.098
293 H 1.83698 -19.00904 -23.40469  C285 1.082
294 H 1.85047 -19.54637 -26.97778  O286 0.959
295 C -11.89049 -21.06182 -25.26510  C296 1.488, H299 1.111, H300 1.129, H301 1.101
296 C -10.89371 -21.46005 -24.23500  C295 1.488, C297 1.509, O298 1.394, H302 1.160
297 C -9.56312 -21.74576 -24.88618  C296 1.509, H303 1.101, H304 1.096, H305 1.093
298 O -10.72582 -20.45673 -23.28188  C296 1.394, H306 0.997
299 H -12.02279 -21.83182 -26.05483  C295 1.111
300 H -11.35885 -20.17006 -25.70897  C295 1.129
301 H -12.89285 -20.86320 -24.85468  C295 1.101
302 H -11.21527 -22.48923 -23.80670  C296 1.160
303 H -9.75625 -22.56596 -25.59475  C297 1.101
304 H -8.71592 -22.04182 -24.25714  C297 1.096
305 H -9.23117 -20.83611 -25.39374  C297 1.093
306 H -11.62330 -20.08227 -23.06413  O298 0.997
307 C -4.99838 -13.63735 -29.31533  C308 1.548, H311 1.073, H312 1.070, H313 1.060
308 C -4.60805 -14.93028 -28.55916  C307 1.548, C309 1.455, O310 1.430, H314 1.112
309 C -5.54431 -16.03031 -28.73674  C308 1.455, H315 1.140, H316 1.100, H317 1.122
310 O -3.35754 -15.38173 -29.08528  C308 1.430, H318 0.981
311 H -5.92205 -13.21257 -28.97118  C307 1.073
312 H -5.00844 -13.97794 -30.32986  C307 1.070
313 H -4.15025 -13.01077 -29.20616  C307 1.060
314 H -4.50959 -14.70811 -27.47425  C308 1.112
315 H -6.61212 -15.76872 -28.43652  C309 1.140
316 H -5.29735 -16.90555 -28.11874  C309 1.100
317 H -5.60860 -16.27811 -29.82914  C309 1.122
318 H -2.63436 -14.75770 -28.86126  O310 0.981
319 C -5.63216 -25.98598 -25.31229  C320 1.540, H323 1.087, H324 1.092, H325 1.126
320 C -5.13055 -24.78852 -24.48435  C319 1.540, C321 1.569, O322 1.416, H326 1.122
321 C -5.99895 -23.57975 -24.98125  C320 1.569, H327 1.089, H328 1.113, H329 1.081
322 O -5.20465 -25.01515 -23.08899  C320 1.416, H330 0.981
323 H -6.02079 -25.66637 -26.27574  C319 1.087
324 H -6.44628 -26.47142 -24.76916  C319 1.092
325 H -4.89102 -26.76981 -25.63640  C319 1.126
326 H -4.05880 -24.66485 -24.79067  C320 1.122
327 H -5.96460 -22.75633 -24.26875  C321 1.089
328 H -7.06295 -23.86996 -25.12934  C321 1.113
329 H -5.58605 -23.17975 -25.89727  C321 1.081
330 H -6.15727 -25.14466 -22.89367  O322 0.981
331 C -2.72519 -23.09109 -19.23643  C332 1.527, H335 1.077, H336 1.090, H337 1.087
332 C -3.16600 -24.06796 -20.32413  C331 1.527, C333 1.526, O334 1.492, H338 1.110
333 C -3.92390 -25.30729 -19.85687  C332 1.526, H339 1.110, H340 1.068, H341 1.089
334 O -4.09574 -23.31003 -21.21165  C332 1.492, H342 1.000
335 H -2.03622 -22.43159 -19.73728  C331 1.077
336 H -2.09477 -23.61618 -18.51818  C331 1.090
337 H -3.57602 -22.62895 -18.74186  C331 1.087
338 H -2.32299 -24.49237 -20.90882  C332 1.110
339 H -4.22016 -25.84265 -20.78331  C333 1.110
340 H -4.78335 -25.03667 -19.28299  C333 1.068
341 H -3.30638 -25.91711 -19.19958  C333 1.089
342 H -4.27505 -23.95837 -21.95179  O334 1.000

Properties
Calculated total energy: -5524.3319 a.u.
HOMO-LUMO gap: 8.472 eV
Relative energy (zero: lowest compared OMol25 entry of this formula, charge and spin): 335.3 kJ/mol
E_HOMO: -8.0 eV

Mulliken atomic charge list, values in e, 5 entries:
1 C -1.463
2 C 2.355
3 C -1.400
4 C 0.080
5 C -1.287